ORCA calculation (ωB97M-V/def2-TZVPD) on 4 unconnected molecules or ions with the total composition C16H20N4 at a distorted geometry.

Calculated values
Kohn-Sham gap   8.70 eV
Relative energy (zero: lowest compared OMol25 entry of this formula, charge and spin)   234.1 kcal per mole
SMILES string   c1cc[nH]c1.c1cc[nH]c1.c1cc[nH]c1.c1cc[nH]c1

Each line ends with the natural charge from an NBO analysis.
Geometry (Å):
1 H -2.816 2.468 -0.805  0.216
2 C -1.735 -1.576 0.039  -0.129
3 C -0.666 3.484 -0.924  -0.322
4 C 0.689 0.397 2.809  -0.067
5 N -0.286 0.928 2.004  -0.549
6 H 0.326 -0.815 4.808  0.232
7 H 0.151 -1.459 -3.708  0.247
8 H -0.952 -0.289 1.509  0.417
9 H -2.475 0.969 2.148  0.233
10 N 0.272 1.349 -1.218  -0.561
11 H 2.469 -0.158 -0.194  0.241
12 H -1.487 0.077 -0.977  0.230
13 H 2.010 0.166 -4.724  0.228
14 C 0.169 -2.054 1.299  -0.098
15 C 2.763 0.531 -2.560  -0.273
16 H 3.227 1.415 -2.397  0.214
17 C 0.562 2.669 -1.233  -0.089
18 H 0.588 -1.557 -1.131  0.477
19 C 1.049 -1.046 -3.115  -0.064
20 H -2.229 -0.268 4.458  0.227
21 C -1.079 1.151 -0.995  -0.133
22 C 2.332 -0.219 -1.326  -0.159
23 C -0.129 -3.221 0.473  -0.331
24 C 2.034 -0.057 -3.675  -0.294
25 C -1.562 0.748 2.451  -0.163
26 H 1.658 2.807 -1.520  0.219
27 C -1.790 2.481 -0.894  -0.313
28 N -0.811 -1.161 0.962  -0.520
29 H 0.830 0.498 -1.425  0.452
30 C -1.355 -2.996 -0.336  -0.277
31 C 0.092 -0.236 4.006  -0.308
32 H 0.007 1.520 1.096  0.496
33 H 1.847 0.544 2.355  0.236
34 H 0.475 -4.064 0.754  0.221
35 N 1.268 -1.038 -1.785  -0.566
36 H -2.708 -1.120 -0.232  0.235
37 C -1.370 0.050 3.827  -0.247
38 H 0.991 -1.864 1.952  0.230
39 H -1.669 -3.609 -0.972  0.186
40 H -0.676 4.546 -0.796  0.226

ORCA calculation (ωB97M-V/def2-TZVPD) on C16H20N4O2S in the gas phase at a distorted geometry.

Calculated values
Kohn-Sham gap   8.41 eV
Relative energy (zero: lowest compared OMol25 entry of this formula, charge and spin)   332.4 kcal per mole
SMILES string   CCCCCOC(=O)C1=C(C)Nc2ncnn2[C@@H]1c1cccs1

Each line ends with the natural charge from an NBO analysis.
Geometry (Å):
1 H -4.549 0.063 2.172  0.219
2 C -3.632 0.361 2.585  -0.664
3 N -3.486 3.700 -0.962  -0.550
4 H 3.889 -3.076 0.507  0.186
5 H 3.450 -1.509 2.210  0.207
6 C 3.085 -1.609 -0.834  -0.389
7 H 0.049 1.748 0.218  0.207
8 N -1.280 3.524 -1.690  -0.240
9 H 3.609 -1.379 -1.671  0.216
10 C 0.047 -0.875 -3.126  -0.390
11 C 4.163 -2.723 -0.382  -0.615
12 N -3.595 1.942 0.466  -0.597
13 N -1.591 2.565 -0.663  -0.284
14 C -0.730 -0.352 1.706  0.781
15 S 0.790 0.516 -2.248  0.441
16 H 5.272 -2.463 -0.324  0.199
17 H -2.505 -0.716 -1.321  0.204
18 H -2.977 -0.393 2.807  0.270
19 C -1.618 -0.670 -1.692  -0.255
20 H 4.144 -0.208 0.083  0.208
21 H 2.206 -2.092 -0.840  0.192
22 C -2.243 4.235 -1.676  0.185
23 H -3.819 1.055 3.199  0.217
24 C -1.513 0.696 1.216  -0.204
25 C -2.959 2.776 -0.177  0.504
26 H -1.800 -2.096 -3.189  0.206
27 C -0.643 0.465 -1.222  -0.167
28 H 1.337 -1.350 2.672  0.178
29 H 0.427 -1.495 -3.987  0.247
30 C 1.329 -1.353 1.480  -0.059
31 H 1.358 -2.207 1.087  0.169
32 H -4.457 2.307 0.952  0.416
33 C 3.090 -0.439 0.191  -0.443
34 C 2.779 -0.758 1.519  -0.399
35 O 0.444 -0.446 1.130  -0.497
36 O -1.074 -0.890 2.613  -0.544
37 H 4.403 -3.516 -1.022  0.212
38 H -2.286 5.058 -2.347  0.197
39 C -1.009 1.391 -0.105  -0.110
40 H 2.966 0.145 2.070  0.220
41 C -1.001 -1.289 -2.643  -0.250
42 C -2.809 0.878 1.433  0.352
43 H 2.739 0.479 -0.195  0.224

E readings, ordered: -22867.0361 -37795.0456 eV
HOMO energy readings, ordered: -7.903 -8.103 eV